{
  "formula": "C5H7NO",
  "method": "ωB97M-V/def2-TZVPD",
  "multiplicity": 1,
  "homo_ev": -9.6,
  "max_force_ha_per_bohr": 0.0100,
  "homo_lumo_gap_ev": 10.63,
  "lumo_ev": 1.05,
  "species": ["C", "N", "C", "O", "C", "C", "C", "H", "H", "H", "H", "H", "H", "H"],
  "positions_angstrom": [[-0.317, -2.420, -0.381], [0.726, -1.405, -0.473], [0.323, -0.229, -0.338], [-0.993, 0.216, -0.180], [-0.519, 1.566, -0.068], [0.353, 1.674, 1.127], [0.912, 1.138, -0.188], [-0.261, -3.097, -1.237], [-0.144, -3.007, 0.528], [-1.326, -1.994, -0.328], [-1.099, 2.340, -0.554], [0.200, 0.982, 1.953], [0.686, 2.670, 1.403], [1.752, 1.575, -0.714]]
}

{
  "formula": "C3H4N2OS",
  "method": "ωB97M-V/def2-TZVPD",
  "multiplicity": 1,
  "homo_ev": -8.7,
  "max_force_ha_per_bohr": 0.1028,
  "homo_lumo_gap_ev": 6.61,
  "smiles": "SOc1ccn[nH]1",
  "lumo_ev": -2.10,
  "species": ["S", "O", "C", "C", "C", "N", "N", "H", "H", "H", "H"],
  "positions_angstrom": [[1.710, -1.265, -2.103], [0.347, 0.286, -1.643], [-0.086, 0.228, -0.455], [0.333, 0.747, 0.815], [-0.725, 0.477, 1.697], [-1.655, -0.359, 1.164], [-1.260, -0.505, -0.117], [2.783, -0.508, -2.132], [1.300, 1.102, 0.734], [-0.941, 0.883, 2.758], [-1.806, -1.086, -0.717]]
}

{
  "formula": "C2H3NOPS",
  "method": "ωB97M-V/def2-TZVPD",
  "multiplicity": 1,
  "homo_ev": -12.0,
  "max_force_ha_per_bohr": 0.0920,
  "homo_lumo_gap_ev": 3.59,
  "lumo_ev": -8.38,
  "charge": 1,
  "species": ["C", "C", "N", "O", "P", "S", "H", "H", "H"],
  "positions_angstrom": [[-0.433, 0.895, -0.424], [-1.022, 0.143, -1.460], [-0.086, 1.442, 0.524], [0.378, 2.033, 1.441], [2.968, -2.655, 1.804], [1.704, -2.052, 3.141], [-1.864, 0.874, -1.797], [-1.475, -0.821, -1.043], [-0.170, 0.141, -2.186]]
}

{
  "formula": "C3H4Br2Cl2O",
  "method": "ωB97M-V/def2-TZVPD",
  "multiplicity": 1,
  "homo_ev": [-8.2, -8.2],
  "max_force_ha_per_bohr": 0.0926,
  "homo_lumo_gap_ev": [7.57, 7.57],
  "lumo_ev": [-0.63, -0.64],
  "species": ["C", "C", "C", "O", "Cl", "Cl", "Br", "Br", "H", "H", "H", "H"],
  "positions_angstrom": [[0.477, -0.511, -0.655], [-1.656, 0.289, 0.379], [1.310, 0.673, -0.243], [-1.596, -0.670, 1.222], [-2.738, 0.307, -0.906], [1.249, 0.698, 1.501], [0.799, -2.101, 0.249], [3.351, 0.787, -0.597], [0.426, -0.705, -1.699], [-1.113, 1.293, 0.685], [1.042, 1.590, -0.742], [-1.551, -1.651, 0.807]]
}